# 1
Density functional theory data (the ωB97M-V functional and the def2-TZVPD basis) for the ion C17H20N3 with charge +1.

Cartesian coordinates (Å):
C 2.4612 3.1944 -0.1863
C 2.4653 1.7120 -0.0813
N 3.3613 0.9761 -0.8014
C 3.2079 -0.3554 -0.5216
C 3.8912 -1.4623 -1.0072
C 3.5090 -2.7001 -0.5376
C 2.4798 -2.8355 0.3980
C 1.7970 -1.7414 0.8797
C 2.1540 -0.4757 0.4114
C 1.6828 0.8584 0.6700
C 0.5832 1.2176 1.6270
C -0.7357 0.6000 1.1387
N -0.7890 0.7779 -0.3352
C -1.4924 -0.3003 -1.0771
C -2.9328 -0.3815 -0.6502
C -3.4325 -1.4799 0.0415
C -4.7642 -1.4852 0.4204
C -5.5447 -0.3804 0.1031
N -5.0751 0.6664 -0.5511
C -3.8128 0.6634 -0.9243
H 3.3709 3.6018 0.2540
H 1.6144 3.6300 0.3356
H 2.4318 3.5073 -1.2296
H 4.0819 1.3653 -1.3866
H 4.6957 -1.3527 -1.7170
H 4.0194 -3.5831 -0.8874
H 2.2240 -3.8214 0.7540
H 1.0259 -1.8645 1.6260
H 0.4911 2.3012 1.7029
H 0.8065 0.8355 2.6232
H -0.7396 -0.4701 1.3440
H -1.6055 1.0505 1.6145
H -1.2136 1.6807 -0.5667
H 0.2436 0.8108 -0.5770
H -0.9758 -1.2420 -0.8784
H -1.4237 -0.0820 -2.1461
H -2.7930 -2.3213 0.2673
H -5.1859 -2.3242 0.9490
H -6.5879 -0.3294 0.3799
H -3.4935 1.5391 -1.4782

Calculated values
spin multiplicity = 1
HOMO = -11.28 eV
charge = +1
structure (SMILES) = Cc1[nH]c2ccccc2c1CC[NH2+]Cc1cccnc1
relative energy (zero: lowest compared OMol25 entry of this formula, charge and spin) = 0.0 kJ/mol
LUMO level = -2.6 eV

# 2
Density functional theory data (the ωB97M-V functional and the def2-TZVPD basis) for the molecule C17H20N4O2.

Cartesian coordinates (Å):
O -0.0333 -2.3347 1.0482
C 0.1891 -1.5761 0.1072
C 0.3443 -2.2364 -1.2249
C 0.6312 -3.6285 -1.2459
C 0.7525 -4.2984 -2.4861
O 0.9346 -5.6590 -2.5298
C 0.6889 -3.5633 -3.6770
C 0.3938 -2.2274 -3.6631
C 0.2051 -1.1985 -4.6695
N -0.0646 -0.0437 -4.1189
N -0.0993 -0.2711 -2.7739
C 0.1657 -1.5853 -2.4601
C -0.3233 0.7865 -1.8244
C 0.7267 0.6971 -0.7662
N 0.2919 -0.1871 0.3371
C -0.0433 0.4035 1.6706
C 1.1536 1.1327 2.2983
N 0.6194 2.3615 2.9631
C -0.4828 2.0578 3.9266
C -1.6908 1.5369 3.1528
C -1.2945 1.3449 1.6630
C -1.0032 2.7587 1.1203
C 0.1896 3.3487 1.9234
H 0.8072 -4.1678 -0.3166
H 0.8327 -6.0343 -1.6308
H 0.8162 -4.0528 -4.6332
H 0.3947 -1.3475 -5.7391
H -0.2217 1.7252 -2.4059
H -1.3237 0.7924 -1.3722
H 0.9611 1.6813 -0.4478
H 1.6818 0.2584 -1.1502
H -0.3556 -0.4319 2.3163
H 1.8690 1.4529 1.5648
H 1.7156 0.4719 2.9517
H -0.1678 1.3223 4.6627
H -0.7485 2.9350 4.4853
H -2.4824 2.2707 3.2250
H -2.0297 0.5659 3.5827
H -2.1022 0.8383 1.1399
H -1.8523 3.4272 1.2607
H -0.8299 2.7119 0.0462
H 0.9778 3.6904 1.2656
H -0.1935 4.2718 2.4240

Calculated values
spin multiplicity = 1
HOMO = -8.12 eV
structure (SMILES) = O=C1c2cc(O)cc3cnn(c23)CCN1[C@H]1CN2CCC1CC2
relative energy (zero: lowest compared OMol25 entry of this formula, charge and spin) = 271.3 kJ/mol
LUMO level = 0.2 eV

# 3
Density functional theory data (the ωB97M-V functional and the def2-TZVPD basis) for the molecule C17H20N4O3.

Cartesian coordinates (Å):
C 4.1767 -1.2587 0.3393
C 2.7844 -1.2909 -0.1832
N 2.1739 -0.2054 -0.4549
N 0.9126 -0.2105 -0.9235
C 0.3491 1.1080 -1.1385
C -0.0425 1.7555 0.2033
O 0.7957 2.3651 0.8409
N -1.3043 1.5981 0.6480
C -2.4061 0.9813 -0.0585
C -3.2090 1.9832 -0.8925
C -3.6999 3.1909 -0.0929
C -2.5596 4.1191 0.3379
C -1.9278 3.7749 1.6891
C -1.6491 2.2773 1.8836
C 0.1778 -1.3463 -1.1901
O -0.9554 -1.2814 -1.6440
C 0.8775 -2.5753 -0.8886
C 0.4704 -3.8921 -1.0196
C 1.5567 -4.6528 -0.5697
O 1.9225 -5.9357 -0.3955
C 3.1828 -5.8916 0.1026
C 3.6549 -4.6214 0.2608
C 2.5943 -3.7935 -0.1781
N 2.1764 -2.5141 -0.3731
H 4.4910 -0.2250 0.4367
H 4.8461 -1.7843 -0.3403
H 4.2209 -1.7456 1.3123
H 1.1373 1.7349 -1.5623
H -0.4832 1.0115 -1.8333
H -2.0512 0.1702 -0.6956
H -3.0645 0.5345 0.6927
H -2.5964 2.3397 -1.7238
H -4.0642 1.4528 -1.3155
H -4.3883 3.7532 -0.7281
H -4.2627 2.8581 0.7812
H -1.7853 4.1046 -0.4324
H -2.9308 5.1443 0.3994
H -0.9885 4.3226 1.7712
H -2.5815 4.1047 2.4988
H -2.5242 1.7787 2.3034
H -0.8134 2.1593 2.5784
H -0.4785 -4.2188 -1.3896
H 3.6482 -6.8353 0.3082
H 4.6177 -4.3436 0.6359

Calculated values
spin multiplicity = 1
HOMO = -8.17 eV
structure (SMILES) = Cc1nn(CC(=O)N2CCCCCC2)c(=O)c2cc3occc3n12
relative energy (zero: lowest compared OMol25 entry of this formula, charge and spin) = 352.1 kJ/mol
LUMO level = 0.6 eV

# 4
Density functional theory data (the ωB97M-V functional and the def2-TZVPD basis) for the molecule C17H20N4O3S2.

Cartesian coordinates (Å):
O -0.2249 2.2930 -2.9640
C -0.3987 1.3636 -2.2121
N -1.5752 1.3190 -1.4850
C -1.8912 0.5342 -0.4155
N -1.5533 -0.6989 -0.2412
N -2.0046 -1.2265 0.8892
C -2.7090 -0.4286 1.6081
C -3.2960 -0.7941 2.8879
C -3.2876 0.2019 4.0223
C -4.5726 -0.1414 3.3521
S -2.8786 1.1720 0.8909
C 0.5925 0.2274 -2.0052
C 0.9273 -0.4828 -3.3260
C 1.8025 0.3804 -4.2292
C 3.0565 0.8008 -3.4686
C 2.6460 1.5731 -2.2206
N 1.8093 0.7266 -1.3858
S 1.5748 1.2688 0.1825
O 2.7874 1.8962 0.6144
O 0.3545 2.0284 0.3008
C 1.3454 -0.2517 1.0984
C 1.9320 -1.4278 0.6758
C 1.7374 -2.5813 1.4172
C 0.9720 -2.5428 2.5719
C 0.4030 -1.3536 2.9961
C 0.5912 -0.1997 2.2543
H -2.0960 2.1881 -1.5495
H -3.1365 -1.8381 3.1243
H -2.8544 1.1716 3.8293
H -3.1023 -0.1743 5.0165
H -5.0204 0.5936 2.7007
H -5.2850 -0.7579 3.8778
H 0.1572 -0.4977 -1.3126
H -0.0054 -0.7460 -3.8268
H 1.4573 -1.4054 -3.0813
H 1.2489 1.2697 -4.5312
H 2.0694 -0.1822 -5.1256
H 3.6882 1.4352 -4.0906
H 3.6286 -0.0828 -3.1786
H 3.5061 1.8453 -1.6079
H 2.1153 2.4884 -2.5099
H 2.5238 -1.4271 -0.2254
H 2.1805 -3.5107 1.0930
H 0.8185 -3.4453 3.1441
H -0.1902 -1.3239 3.8971
H 0.1563 0.7432 2.5479

Calculated values
spin multiplicity = 1
HOMO = -8.90 eV
structure (SMILES) = O=C(Nc1nnc(C2CC2)s1)[C@H]1CCCCN1S(=O)(=O)c1ccccc1
relative energy (zero: lowest compared OMol25 entry of this formula, charge and spin) = 107.6 kJ/mol
LUMO level = 0.5 eV

# 5
Density functional theory data (the ωB97M-V functional and the def2-TZVPD basis) for a structure of composition C17H20N4RhS2.

Cartesian coordinates (Å):
Rh 0.1092 0.4420 -0.3553
C 3.3467 -1.0361 -4.3186
S 1.6756 -0.5578 -4.7700
C 0.9666 -0.2152 -3.2450
S 1.8090 -0.3073 -1.7521
N -0.3182 0.1620 -3.3464
N -0.8439 0.4902 -2.2041
C -2.1639 0.9630 -2.2273
C -2.6659 1.4135 -1.0186
C -3.9566 1.9882 -0.8740
C -4.3672 2.4372 0.3511
C -3.4986 2.3267 1.4463
C -2.2528 1.7536 1.2585
N -1.8346 1.2951 0.0827
H 3.8468 -1.2679 -5.2563
H 3.3545 -1.9169 -3.6797
H 3.8456 -0.2049 -3.8244
H -2.7104 0.9594 -3.1597
H -4.5873 2.0658 -1.7489
H -5.3469 2.8777 0.4737
H -3.7779 2.6774 2.4287
H -1.5613 1.6541 2.0864
C -1.1978 -1.5716 1.6431
N -0.1801 -1.6502 0.5909
C -0.5282 -2.6942 -0.3793
C 1.1534 -1.8975 1.1813
C 1.7200 -0.6154 1.7465
C 2.4916 -0.5666 2.8950
C 3.0397 0.6444 3.3063
C 2.8155 1.8160 2.5838
C 2.0363 1.7832 1.4402
C 1.4552 0.5744 1.0399
H -1.3109 -2.5386 2.1459
H -2.1542 -1.2930 1.2037
H -0.9020 -0.8225 2.3771
H -0.5816 -3.6757 0.1049
H 0.2253 -2.7267 -1.1636
H -1.4954 -2.4699 -0.8274
H 1.8053 -2.2492 0.3795
H 1.0872 -2.6902 1.9346
H 2.6761 -1.4665 3.4693
H 3.6546 0.6726 4.1961
H 3.2536 2.7480 2.9148
H 1.8678 2.6896 0.8705

Calculated values
spin multiplicity = 5
HOMO (spin up / spin down) = -9.58 / -11.60 eV
charge = +1
relative energy (zero: lowest compared OMol25 entry of this formula, charge and spin) = 0.0 kJ/mol
LUMO level (spin up / spin down) = -2.7 / -5.6 eV